#a
{
  "formula": "C3H3NO2",
  "method": "ωB97M-V/def2-TZVPD",
  "e_homo_ha": -0.43170,
  "smiles": "COC(=O)C#N",
  "molar_mass_g_mol": 85.06,
  "multiplicity": 1,
  "orbital_gap_ev": 11.798,
  "symbols": ["C", "O", "C", "O", "C", "N", "H", "H", "H"],
  "xyz": [[-1.21, -0.31, 0.18], [-0.50, 0.75, -0.47], [0.83, 0.87, -0.47], [1.39, 1.81, -0.94], [1.58, -0.27, 0.12], [2.14, -1.17, 0.57], [-0.55, -1.04, 0.67], [-1.87, 0.16, 0.92], [-1.81, -0.81, -0.58]],
  "nbo_charge": [-0.267, -0.470, 0.714, -0.489, 0.142, -0.242, 0.203, 0.204, 0.204]
}

---

#b
{
  "formula": "C3H3NO2",
  "method": "ωB97M-V/def2-TZVPD",
  "e_homo_ha": -0.35163,
  "molar_mass_g_mol": 85.06,
  "multiplicity": 1,
  "orbital_gap_ev": 8.924,
  "symbols": ["O", "C", "N", "O", "C", "C", "H", "H", "H"],
  "xyz": [[2.15, -0.08, -0.02], [0.94, -0.37, 0.29], [0.35, -1.54, 0.49], [-1.03, -1.26, 0.27], [-1.23, -0.04, -0.10], [-0.04, 0.69, -0.08], [1.10, 0.61, -0.77], [-2.26, 0.25, -0.28], [0.02, 1.74, 0.21]],
  "nbo_charge": [-0.688, 0.488, -0.216, -0.248, 0.331, -0.700, 0.520, 0.217, 0.297]
}

---

Stability, descending: #a, #b

---

#a
{
  "formula": "C3H6NP",
  "method": "ωB97M-V/def2-TZVPD",
  "e_homo_ha": -0.35331,
  "smiles": "CPCC#N",
  "molar_mass_g_mol": 87.06,
  "multiplicity": 1,
  "orbital_gap_ev": 10.397,
  "symbols": ["C", "P", "C", "C", "N", "H", "H", "H", "H", "H", "H"],
  "xyz": [[0.47, 0.47, 1.35], [-1.09, -0.32, 0.66], [-0.31, -1.01, -0.85], [0.32, 0.21, -1.70], [0.76, 1.06, -2.30], [1.27, -0.19, 1.04], [0.37, 0.48, 2.47], [0.54, 1.52, 1.21], [-1.52, 0.82, 0.20], [-1.18, -1.12, -1.55], [0.36, -1.93, -0.53]],
  "nbo_charge": [-0.917, 0.590, -0.799, 0.270, -0.350, 0.228, 0.231, 0.242, -0.054, 0.272, 0.287]
}

---

#b
{
  "formula": "C3H6NP",
  "method": "ωB97M-V/def2-TZVPD",
  "e_homo_ha": -0.35100,
  "smiles": "C1=NCPC1",
  "molar_mass_g_mol": 87.06,
  "multiplicity": 1,
  "orbital_gap_ev": 10.520,
  "symbols": ["C", "N", "C", "P", "C", "H", "H", "H", "H", "H", "H"],
  "xyz": [[0.26, 0.68, 1.02], [0.47, 1.38, 0.04], [0.05, 0.65, -1.26], [-0.40, -1.16, -0.94], [-0.32, -0.73, 0.88], [0.31, 1.20, 2.05], [-0.91, 1.27, -1.52], [0.74, 0.72, -2.15], [1.01, -1.66, -0.87], [0.11, -1.72, 1.39], [-1.33, -0.63, 1.36]],
  "nbo_charge": [0.105, -0.384, -0.552, 0.514, -0.782, 0.194, 0.224, 0.232, -0.043, 0.256, 0.237]
}

---

#c
{
  "formula": "C3H6NP",
  "method": "ωB97M-V/def2-TZVPD",
  "e_homo_ha": [-0.33253, -0.32587],
  "molar_mass_g_mol": 87.06,
  "multiplicity": 1,
  "orbital_gap_ev": [7.846, 7.720],
  "symbols": ["C", "C", "C", "N", "P", "H", "H", "H", "H", "H", "H"],
  "xyz": [[-0.82, 1.36, -0.65], [1.48, 0.40, -0.16], [0.06, 0.75, 0.23], [-1.79, 1.66, -1.23], [-1.38, -1.82, -0.17], [1.53, -0.71, -0.18], [1.78, 0.88, -1.14], [2.17, 0.66, 0.57], [-0.20, 0.85, 1.33], [-2.53, -1.88, 0.75], [-0.30, -2.15, 0.64]],
  "nbo_charge": [0.175, -0.660, -0.204, -0.277, 0.116, 0.233, 0.234, 0.226, 0.243, -0.025, -0.060]
}

---

Stability, descending: #b, #a, #c

---

#a
{
  "formula": "C3H5N3S",
  "method": "ωB97M-V/def2-TZVPD",
  "e_homo_ha": [-0.31899, -0.31975],
  "smiles": "[S-][N+]1=NN=CCC1",
  "molar_mass_g_mol": 115.16,
  "multiplicity": 1,
  "orbital_gap_ev": [7.523, 7.392],
  "symbols": ["S", "N", "N", "N", "C", "C", "C", "H", "H", "H", "H", "H"],
  "xyz": [[3.31, -1.08, -0.11], [2.02, -0.45, 0.70], [1.65, -0.72, 1.99], [0.40, -0.63, 2.26], [-0.49, -0.56, 1.29], [-0.10, -0.45, -0.15], [1.16, 0.36, -0.17], [-1.52, -0.87, 1.61], [-0.10, -1.39, -0.70], [-0.86, 0.16, -0.71], [1.73, 0.45, -1.19], [1.11, 1.42, 0.31]],
  "nbo_charge": [0.108, -0.303, -0.024, -0.255, 0.068, -0.518, -0.263, 0.208, 0.253, 0.243, 0.258, 0.225]
}

---

#b
{
  "formula": "C3H5N3S",
  "method": "ωB97M-V/def2-TZVPD",
  "e_homo_ha": [-0.24795, -0.24830],
  "molar_mass_g_mol": 115.16,
  "multiplicity": 1,
  "orbital_gap_ev": [6.397, 6.390],
  "symbols": ["C", "C", "C", "N", "N", "N", "S", "H", "H", "H", "H", "H"],
  "xyz": [[1.13, 0.02, 0.03], [0.81, -1.20, -0.48], [0.27, 0.70, 1.03], [-0.28, -1.91, -0.08], [-1.30, -1.59, 0.40], [-1.18, 1.25, -1.08], [-1.60, 0.90, 0.34], [1.92, 0.53, -0.48], [1.50, -1.56, -1.15], [-0.01, -0.03, 1.91], [0.66, 1.70, 1.33], [-1.92, 1.17, -1.78]],
  "nbo_charge": [-0.162, -0.096, -0.567, -0.143, -0.055, -1.096, 0.830, 0.226, 0.215, 0.242, 0.237, 0.368]
}

---

Stability, descending: #a, #b

---

#a
{
  "formula": "CHN3O2",
  "method": "ωB97M-V/def2-TZVPD",
  "e_homo_ha": -0.39793,
  "smiles": "N#[N+][O-].N=C=O",
  "molar_mass_g_mol": 87.04,
  "multiplicity": 1,
  "orbital_gap_ev": 11.397,
  "symbols": ["N", "N", "O", "N", "C", "O", "H"],
  "xyz": [[-2.81, -1.18, -2.55], [-2.12, -0.79, -1.76], [-1.26, -0.51, -1.04], [0.40, 0.99, 0.64], [-0.53, 1.44, -0.01], [-1.39, 2.17, -0.30], [0.56, 0.04, 0.62]],
  "nbo_charge": [-0.046, 0.433, -0.371, -0.762, 0.863, -0.508, 0.392]
}

---

#b
{
  "formula": "CHN3O2",
  "method": "ωB97M-V/def2-TZVPD",
  "e_homo_ha": -0.37745,
  "smiles": "O=c1nn[nH]o1",
  "molar_mass_g_mol": 87.04,
  "multiplicity": 1,
  "orbital_gap_ev": 10.011,
  "symbols": ["O", "C", "N", "N", "N", "O", "H"],
  "xyz": [[2.37, -0.01, 0.02], [1.18, 0.11, 0.01], [0.31, 1.28, -0.19], [-0.92, 0.88, -0.01], [-1.10, -0.36, -0.01], [0.13, -0.88, -0.26], [-1.96, -1.02, 0.44]],
  "nbo_charge": [-0.509, 0.803, -0.330, 0.022, -0.079, -0.372, 0.464]
}

---

Stability, descending: #a, #b

---

#a
{
  "formula": "CHN3O2",
  "method": "ωB97M-V/def2-TZVPD",
  "e_homo_ha": -0.37590,
  "smiles": "O=c1nn[nH]o1",
  "molar_mass_g_mol": 87.04,
  "multiplicity": 1,
  "orbital_gap_ev": 9.107,
  "symbols": ["O", "C", "N", "N", "N", "O", "H"],
  "xyz": [[2.06, 0.02, 0.08], [0.78, -0.10, -0.03], [-0.06, -1.12, -0.04], [-1.30, -0.85, 0.00], [-1.27, 0.57, 0.05], [-0.08, 1.15, -0.11], [-2.06, 1.07, 0.44]],
  "nbo_charge": [-0.537, 0.771, -0.332, 0.108, -0.130, -0.291, 0.411]
}

---

#b
{
  "formula": "CHN3O2",
  "method": "ωB97M-V/def2-TZVPD",
  "e_homo_ha": -0.40259,
  "smiles": "O=c1[nH]nno1",
  "molar_mass_g_mol": 87.04,
  "multiplicity": 1,
  "orbital_gap_ev": 11.603,
  "symbols": ["O", "C", "N", "N", "N", "O", "H"],
  "xyz": [[-1.60, 1.08, -0.55], [-0.56, 0.56, -0.27], [-0.27, -0.68, 0.25], [1.05, -0.85, 0.42], [1.63, 0.19, 0.05], [0.69, 1.11, -0.39], [-0.92, -1.41, 0.50]],
  "nbo_charge": [-0.566, 0.820, -0.465, -0.002, 0.107, -0.328, 0.434]
}

---

Stability, descending: #b, #a

---

#a
{
  "formula": "C4H10NO2",
  "method": "ωB97M-V/def2-TZVPD",
  "total_charge": -1,
  "e_homo_ha": -0.09325,
  "smiles": "CN[C@H](C[O-])CO",
  "molar_mass_g_mol": 104.13,
  "multiplicity": 1,
  "orbital_gap_ev": 6.254,
  "symbols": ["C", "N", "C", "C", "O", "C", "O", "H", "H", "H", "H", "H", "H", "H", "H", "H", "H"],
  "xyz": [[-0.80, 1.12, -1.43], [0.15, 0.06, -1.31], [0.35, -0.55, 0.04], [-1.08, -0.85, 0.69], [-1.70, -1.63, -0.24], [1.36, 0.40, 0.70], [2.33, -0.34, 1.47], [-0.56, 2.00, -0.80], [-0.70, 1.51, -2.49], [-1.81, 0.68, -1.23], [-0.37, -0.76, -1.72], [0.69, -1.53, -0.04], [-0.90, -1.42, 1.56], [-1.51, 0.08, 0.96], [1.92, 0.86, -0.02], [0.72, 0.95, 1.38], [1.89, -0.56, 2.47]],
  "nbo_charge": [-0.431, -0.681, -0.112, -0.053, -0.979, -0.083, -0.743, 0.164, 0.169, 0.208, 0.392, 0.193, 0.099, 0.082, 0.180, 0.150, 0.447]
}

---

#b
{
  "formula": "C4H10NO2",
  "method": "ωB97M-V/def2-TZVPD",
  "total_charge": -1,
  "e_homo_ha": -0.09004,
  "smiles": "C[C@H](CO)NC[O-]",
  "molar_mass_g_mol": 104.13,
  "multiplicity": 1,
  "orbital_gap_ev": 6.155,
  "symbols": ["C", "C", "C", "O", "N", "C", "O", "H", "H", "H", "H", "H", "H", "H", "H", "H", "H"],
  "xyz": [[-0.71, -0.10, -1.77], [0.18, -0.31, -0.54], [-0.60, -0.83, 0.66], [-1.17, -2.13, 0.36], [0.92, 0.92, -0.30], [1.21, 1.36, 1.12], [0.16, 1.55, 1.93], [-1.59, 0.46, -1.43], [-0.10, 0.51, -2.44], [-1.09, -1.00, -2.25], [0.94, -1.08, -0.77], [-1.28, -0.02, 0.96], [0.05, -1.04, 1.51], [-0.98, -2.70, 1.12], [0.42, 1.69, -0.72], [1.85, 2.25, 1.04], [1.80, 0.48, 1.51]],
  "nbo_charge": [-0.618, -0.060, -0.089, -0.763, -0.690, 0.129, -0.965, 0.197, 0.203, 0.202, 0.150, 0.205, 0.172, 0.458, 0.326, 0.091, 0.052]
}

---

#c
{
  "formula": "C4H10NO2",
  "method": "ωB97M-V/def2-TZVPD",
  "total_charge": -1,
  "e_homo_ha": -0.11992,
  "molar_mass_g_mol": 104.13,
  "multiplicity": 1,
  "orbital_gap_ev": 5.914,
  "symbols": ["C", "N", "C", "C", "O", "C", "O", "H", "H", "H", "H", "H", "H", "H", "H", "H", "H"],
  "xyz": [[1.12, -1.06, 1.85], [0.28, 0.06, 1.58], [-0.27, -0.06, 0.42], [0.75, -0.06, -1.00], [1.35, -1.13, -1.29], [-1.38, 0.98, 0.09], [-1.99, 0.84, -1.08], [0.89, -1.97, 1.29], [2.19, -0.87, 1.66], [1.22, -1.28, 2.92], [-0.77, -1.03, 0.20], [0.44, 2.31, -2.87], [0.03, 0.24, -1.77], [1.40, 0.79, -0.71], [0.01, 1.74, -2.66], [-2.09, 0.96, 0.95], [-0.88, 1.99, 0.25]],
  "nbo_charge": [-0.457, -0.339, -0.084, 0.088, -0.610, -0.029, -0.855, 0.188, 0.206, 0.181, 0.195, -0.044, 0.213, 0.111, 0.034, 0.126, 0.075]
}

---

#d
{
  "formula": "C4H10NO2",
  "method": "ωB97M-V/def2-TZVPD",
  "total_charge": -1,
  "e_homo_ha": -0.10700,
  "molar_mass_g_mol": 104.13,
  "multiplicity": 1,
  "orbital_gap_ev": 7.135,
  "symbols": ["N", "C", "O", "H", "H", "H", "H", "O", "C", "C", "C", "H", "H", "H", "H", "H", "H"],
  "xyz": [[-1.90, 0.67, 1.31], [-1.16, -0.54, 1.81], [-0.36, -1.04, 0.86], [-2.37, 0.40, 0.46], [-2.56, 1.02, 2.00], [-0.60, -0.19, 2.71], [-1.94, -1.27, 2.17], [-0.17, -0.52, -3.04], [0.06, -0.53, -1.84], [1.45, -0.35, -1.30], [1.58, 0.92, -0.46], [-0.72, -0.67, -1.07], [2.16, -0.34, -2.14], [1.67, -1.23, -0.69], [1.31, 1.79, -1.05], [2.62, 1.04, -0.12], [0.93, 0.84, 0.41]],
  "nbo_charge": [-0.907, 0.147, -0.957, 0.337, 0.319, 0.065, 0.043, -0.610, 0.438, -0.506, -0.609, 0.185, 0.181, 0.240, 0.181, 0.182, 0.270]
}

---

Stability, descending: #d, #b, #a, #c